Density functional theory data (ωB97M-V/def2-TZVPD) for C55H51BrCrN5O6 as an isolated structure at a distorted geometry.

The geometry in XYZ format:
```
119
Properties=species:S:1:pos:R:3:forces:R:3
Cr -1.792 -1.174 0.751 1.73 -1.16 -0.51
O -5.014 4.609 2.391 -0.10 -0.33 0.98
C -4.386 4.425 1.344 -0.76 -1.31 0.98
O -4.276 5.154 0.380 0.72 1.23 -1.95
C -3.738 3.000 1.171 -0.36 1.90 -0.11
C -2.733 2.903 0.223 -0.05 0.35 -0.25
C -2.148 1.692 -0.009 0.25 0.38 0.22
N -2.511 0.655 0.748 -0.51 -1.28 -0.22
C -3.598 0.703 1.553 -0.07 -0.10 0.32
C -4.232 1.889 1.821 0.27 -0.43 -0.69
C -4.111 -0.647 2.137 0.71 2.55 -0.48
O -5.152 -0.638 2.747 0.06 -0.89 0.05
O -3.280 -1.601 1.875 0.29 -0.89 0.06
H -2.481 3.788 -0.362 -0.12 -0.19 0.23
H -1.371 1.590 -0.766 -0.23 -0.33 0.55
H -5.141 1.909 2.377 -0.23 0.18 0.57
Br -5.629 1.038 -1.593 0.00 -0.03 0.07
C -5.585 -0.734 -0.894 0.57 -0.10 -0.87
C -6.755 -1.235 -0.304 0.69 0.24 0.63
C -6.640 -2.482 0.270 -0.98 -0.24 0.41
C -5.506 -3.231 0.015 -0.59 0.18 0.38
C -4.432 -2.663 -0.576 1.03 1.65 -1.07
N -4.418 -1.364 -1.054 -1.18 -1.31 1.26
C -3.147 -3.485 -0.547 0.32 1.52 -0.08
O -3.205 -4.676 -0.734 0.38 -0.16 0.07
O -2.058 -2.772 -0.293 -0.89 -0.29 0.03
H -7.623 -0.606 -0.131 0.24 -0.03 -0.17
H -7.410 -2.857 0.977 0.42 0.19 -0.85
H -5.370 -4.221 0.342 -0.11 -1.03 0.56
C 2.729 3.829 -2.685 0.08 -0.60 0.85
C 1.401 3.433 -2.013 0.12 1.55 0.49
C 0.207 4.204 -2.629 -1.00 -1.48 0.42
C 1.448 3.790 -0.524 0.55 0.18 -0.33
C 1.799 5.081 -0.138 -0.44 0.23 1.57
C 1.706 5.465 1.230 0.76 -0.74 -1.18
C 1.362 4.506 2.171 0.31 0.45 0.90
C 1.112 3.170 1.816 0.41 0.56 -0.36
C 0.830 2.105 2.834 -1.21 0.05 -1.07
C -0.326 2.629 3.668 -0.28 -1.12 2.90
C 2.113 1.665 3.477 0.40 -0.77 -1.45
C 1.181 2.836 0.472 -0.31 -0.21 -0.08
N 0.821 1.512 0.072 2.25 -1.67 -1.06
C 1.756 0.669 -0.274 -1.08 1.54 -0.24
C 1.418 -0.592 -1.111 -0.04 -1.07 1.97
N 0.277 -1.155 -1.060 -0.37 -0.06 -1.04
C 0.094 -2.345 -1.880 0.80 -0.23 0.12
C 0.483 -3.602 -1.339 0.18 0.62 -0.37
C 0.409 -4.721 -2.181 -0.20 0.11 0.85
C -0.091 -4.576 -3.468 -0.47 -0.32 0.12
C -0.534 -3.356 -3.962 0.96 -0.18 0.24
C -0.368 -2.202 -3.206 0.18 0.28 0.45
C -0.640 -0.857 -3.870 -0.19 -0.02 0.00
C 0.610 -0.025 -4.173 0.95 -0.59 0.76
C -1.656 -0.060 -3.058 0.21 0.27 -0.56
C 0.973 -3.729 0.105 -0.48 0.24 0.60
C 2.460 -4.183 0.270 -1.62 -0.14 -1.79
C 0.038 -4.717 0.869 -0.63 0.73 0.43
C 2.706 -1.170 -1.619 -0.72 1.15 0.17
C 2.979 -2.158 -2.523 2.39 0.31 0.09
C 4.365 -2.289 -2.889 0.68 0.67 0.81
C 5.408 -1.493 -2.367 -2.10 -0.62 -0.31
C 5.080 -0.454 -1.454 -0.34 -0.30 -0.56
C 5.976 0.542 -0.981 0.44 -1.49 0.45
C 5.560 1.517 -0.151 0.18 1.85 1.30
C 4.177 1.729 0.137 -0.82 -0.41 -0.02
C 3.265 0.777 -0.274 -0.07 -0.88 -1.15
C 3.731 -0.363 -1.083 0.13 1.76 0.43
H 2.686 3.785 -3.754 -0.06 -0.25 -0.71
H 3.622 3.283 -2.315 -0.64 -0.02 -0.21
H 2.903 4.853 -2.418 0.21 0.68 -0.08
H 1.176 2.396 -2.050 0.06 -0.91 -0.49
H 0.345 5.270 -2.595 0.12 0.48 0.03
H -0.715 3.950 -2.017 0.91 0.42 -0.74
H -0.002 3.887 -3.667 0.20 0.16 0.36
H 2.149 5.818 -0.851 -0.25 -0.09 -0.07
H 2.062 6.451 1.540 -0.42 -0.26 -0.10
H 1.376 4.845 3.235 -0.24 -0.63 -0.89
H 0.397 1.220 2.343 0.28 0.36 -0.35
H -0.035 3.112 4.649 -0.02 -0.08 -1.14
H -0.966 1.775 4.039 0.52 0.93 -0.61
H -0.928 3.305 3.089 -0.40 0.25 -0.09
H 2.506 2.528 3.964 0.55 0.20 1.27
H 2.871 1.417 2.681 -0.74 0.17 0.53
H 1.932 0.727 3.994 0.33 0.34 0.85
H 0.649 -5.718 -1.749 -0.10 0.81 -0.57
H -0.242 -5.448 -4.075 0.12 -0.36 -0.23
H -0.866 -3.291 -4.992 -0.16 0.05 0.09
H -1.112 -1.098 -4.838 0.16 0.02 0.25
H 0.865 0.587 -3.252 0.07 -0.74 -1.17
H 0.326 0.671 -4.956 0.33 0.18 -0.20
H 1.483 -0.701 -4.498 -1.17 1.29 0.45
H -1.309 0.068 -2.045 0.13 0.20 0.16
H -2.508 -0.699 -3.007 -1.12 -0.03 0.20
H -1.912 0.931 -3.489 0.13 -0.60 0.12
H 0.886 -2.725 0.610 0.01 -1.05 -0.74
H 2.600 -5.154 -0.227 -0.01 0.06 0.29
H 2.720 -4.249 1.297 0.32 -0.01 0.89
H 3.055 -3.480 -0.279 0.74 0.38 0.09
H 0.567 -5.661 0.996 -0.26 -0.20 0.06
H -0.977 -4.861 0.413 1.15 0.05 0.14
H -0.176 -4.278 1.870 0.26 -0.46 -0.40
H 2.270 -2.864 -2.874 -0.52 -0.18 -0.54
H 4.683 -3.030 -3.606 -0.28 -0.27 -0.08
H 6.408 -1.694 -2.706 0.31 0.19 0.00
H 7.018 0.315 -1.138 0.33 0.44 -0.15
H 6.273 2.212 0.385 -0.70 -0.85 -1.05
H 3.842 2.643 0.641 0.23 -0.49 -0.04
N -0.422 -1.156 1.645 -2.00 -0.23 0.44
C -0.138 -1.278 3.013 0.89 0.66 -0.77
C 1.110 -1.797 3.372 -1.32 0.00 0.14
C 1.483 -1.883 4.701 -0.40 -0.17 -1.38
C 0.647 -1.353 5.640 -0.41 1.14 1.84
C -0.552 -0.721 5.292 0.32 -0.98 -0.08
C -0.960 -0.730 3.978 -0.98 0.36 0.48
H 1.658 -2.193 2.562 0.96 -0.42 -0.53
H 2.376 -2.415 4.894 0.84 -0.19 0.66
H 0.933 -1.305 6.697 -0.02 -0.32 -0.36
H -1.233 -0.337 6.036 0.16 0.17 0.21
H -1.942 -0.309 3.754 0.41 -0.13 -0.27
```
Positions in Å, forces in eV/Å.

Summary:
Relative energy (zero: lowest compared OMol25 entry of this formula, charge and spin) ... 0.000 eV
Net charge ... -1
Spin multiplicity ... 1
Maximum force ... 0.0607 Eh/bohr
HOMO level ... -5.249 eV
Frontier orbital gap ... 6.3 eV
E_LUMO ... 0.04039 Ha